--- one ---
71
Properties=species:S:1:pos:R:3 method="wB97M-V/def2-TZVPD" charge=+3 homo_lumo_gap_ev="7.87 / 3.94" s2=2.016 molar_mass_g_mol=645.55 multiplicity=3
Au 0.06509 -0.53934 -0.35930
P -2.02349 -2.24923 -0.68300
P -0.02909 -1.04047 1.93870
P -0.46913 0.35617 -2.44502
H 5.81467 0.90350 -0.55936
C 5.46263 1.66731 -1.27577
C 5.25122 2.96399 -0.88836
H 5.16514 3.14990 0.18834
C -1.26021 -3.86136 -1.09506
C -3.09564 -2.74360 0.71182
C -3.32415 -2.18365 -1.95821
C 1.09527 0.11080 2.75304
C -1.49807 -0.90559 3.01245
C 0.65039 -2.71125 2.16583
C 0.57342 1.76510 -2.86141
C -2.10868 1.04284 -2.81723
C -0.18859 -0.87057 -3.75389
H 5.49607 1.38254 -2.33080
H 5.36627 3.88303 -1.46829
H -2.04994 -4.62079 -1.21774
H -0.57452 -4.15322 -0.28879
H -0.69683 -3.75131 -2.03173
H -3.75105 -3.55741 0.36479
H -3.71907 -1.89495 1.02348
H -2.49815 -3.09537 1.56083
H -3.81544 -3.16760 -1.96769
H -2.90501 -1.97884 -2.94727
H -4.06322 -1.41769 -1.69431
H 1.66069 -0.35585 3.57320
H 0.54591 0.99154 3.11652
H 1.77323 0.43226 1.95828
H -1.50609 -1.73420 3.74027
H -2.40896 -0.92082 2.40101
H -1.44938 0.04484 3.56255
H 0.94815 -2.87321 3.21124
H 1.52487 -2.84657 1.51520
H -0.12034 -3.44556 1.88918
H 0.37799 2.07518 -3.89518
H 1.62775 1.50820 -2.75917
H 0.32629 2.58355 -2.17575
H -2.01377 1.57355 -3.77466
H -2.41098 1.75100 -2.03869
H -2.86440 0.25720 -2.91470
H -0.26043 -0.36179 -4.72366
H -0.93454 -1.67371 -3.71036
H 0.81288 -1.30285 -3.64110
C 3.23071 1.66012 0.48106
C 3.05707 0.58022 -0.40164
C 3.63715 -0.66524 -0.15219
C 4.29840 -0.89116 1.06375
C 4.42558 0.15901 2.00381
C 3.85129 1.42455 1.73443
S 2.74710 3.24159 -0.21970
H 2.34926 3.79298 0.91132
H 2.57050 0.77274 -1.35838
H 3.59905 -1.43530 -0.92546
H 4.65150 -1.90287 1.27174
H 4.95789 0.00229 2.94642
H 3.84371 2.22677 2.48998
C -4.48857 0.91744 0.04949
C -3.40973 1.59570 0.79647
N -2.09006 1.57125 0.59119
C -1.53721 2.40152 1.54760
C -2.53239 2.93304 2.34487
N -3.71334 2.40056 1.85022
H -4.77178 -0.01277 0.56968
H -4.16251 0.69792 -0.97518
H -5.37079 1.57811 0.02042
H -0.46899 2.56294 1.61465
H -2.50996 3.64273 3.15856
H -4.66265 2.56017 2.17670



--- two ---
71
Properties=species:S:1:pos:R:3 method="wB97M-V/def2-TZVPD" charge=+3 homo_lumo_gap_ev="6.45 / 4.29" s2=2.039 molar_mass_g_mol=645.55 multiplicity=3
Au 0.01034 0.25704 0.62615
P -0.77522 2.25557 2.04196
P -2.20508 -0.44740 0.10831
P 2.24196 1.23582 0.53278
H 0.07436 -1.94119 -7.19145
C 1.13361 -2.12726 -6.98782
C 1.46982 -3.28085 -6.38628
H 0.67127 -3.97398 -6.08210
C -1.20139 3.65499 0.94987
C -2.26187 1.96879 3.05582
C 0.38427 2.93102 3.28048
C -2.35477 -1.84862 -1.03806
C -3.21580 -0.94634 1.54017
C -3.14169 0.89135 -0.70453
C 3.43860 0.57982 -0.66058
C 3.07395 1.02155 2.13533
C 2.19555 3.01632 0.15326
H 1.85189 -1.40614 -7.40906
H 2.51002 -3.63143 -6.30806
H -1.50040 4.51540 1.56524
H -2.03228 3.37587 0.28960
H -0.33754 3.92991 0.32976
H -2.45531 2.87387 3.65334
H -2.08631 1.11870 3.73312
H -3.13065 1.75761 2.41598
H -0.16003 3.65529 3.90757
H 1.23653 3.43565 2.80682
H 0.75181 2.11854 3.92527
H -3.39945 -2.18080 -1.13864
H -1.74605 -2.67720 -0.65931
H -1.96308 -1.57738 -2.02482
H -4.18957 -0.43199 1.56757
H -2.69074 -0.73887 2.47947
H -3.40411 -2.02731 1.50514
H -4.17402 0.58625 -0.94954
H -2.62958 1.16327 -1.63990
H -3.18277 1.79205 -0.07206
H 4.37034 1.16236 -0.61664
H 3.02571 0.62806 -1.67501
H 3.64643 -0.47199 -0.42749
H 4.10771 1.39628 2.09380
H 3.10492 -0.04641 2.39761
H 2.54401 1.54430 2.93904
H 3.21628 3.38592 -0.01687
H 1.72915 3.60980 0.94883
H 1.61812 3.16751 -0.76826
C 0.73133 -1.20843 -2.89832
C 0.75855 0.11051 -3.41897
C 0.04928 0.42111 -4.58077
C -0.60478 -0.60637 -5.27587
C -0.74268 -1.89124 -4.73550
C 0.07076 -2.23204 -3.65179
S 1.31011 -1.67729 -1.37994
H -0.11075 0.61304 -1.05625
H 1.29672 0.89452 -2.89837
H 0.04918 1.42882 -4.96866
H -0.91180 -0.42476 -6.30429
H -1.38745 -2.65857 -5.23400
H 0.25805 -3.26506 -3.35689
C 0.29068 -1.78400 5.97975
N 0.38715 -1.81444 4.51947
C 0.74482 -2.89051 3.72101
C 0.68730 -2.46204 2.41943
N 0.31066 -1.13453 2.41509
C 0.13289 -0.78063 3.68949
H -0.42386 -2.53753 6.34963
H 1.27455 -1.93397 6.45488
H -0.07660 -0.78999 6.26114
H 1.00126 -3.83398 4.16353
H 0.89895 -3.01083 1.51508
H -0.16323 0.19448 4.04531



Relative energies, unit hartree: one 0.0000; two 0.0103



--- one ---
11
Properties=species:S:1:pos:R:3 method="wB97M-V/def2-TZVPD" charge=0 homo_lumo_gap_ev=8.88 molar_mass_g_mol=123.20 smiles="ONC(=S)CS"
C -0.65264 -0.31930 0.75470
C 0.74350 -0.05037 0.22948
H -1.05339 1.95513 1.83579
H -1.17736 -0.93141 0.03812
H -0.55600 -0.78701 1.75651
H 1.71619 0.25908 -1.49273
H -0.04395 -1.21513 -2.29215
N 0.85417 -0.06091 -1.07795
O -0.19160 -0.33191 -1.90588
S -1.68231 1.20015 0.91684
S 2.04337 0.28169 1.23727



--- two ---
11
Properties=species:S:1:pos:R:3 method="wB97M-V/def2-TZVPD" charge=0 homo_lumo_gap_ev=7.98 molar_mass_g_mol=123.20
C -1.45590 -1.19354 0.67807
C 0.36587 0.18280 -0.06666
H -2.31338 -0.26666 0.71816
H -0.68383 -0.98246 1.71043
H -1.91906 -2.28744 0.94379
H 0.12213 2.18056 0.35575
H -1.45584 1.52321 -1.23137
N -0.50591 1.27378 0.47478
O -1.60978 1.72617 -0.38515
S -0.21291 -1.29062 -0.51797
S 2.03852 0.23883 0.11750



Relative energies, unit hartree: one 0.0000; two 0.1056



--- one ---
44
Properties=species:S:1:pos:R:3 method="wB97M-V/def2-TZVPD" charge=0 homo_lumo_gap_ev=8.88 molar_mass_g_mol=243.30 smiles=CCN(C)CCCO.O.O.O.O.O.O.O
C 0.54371 0.40074 -2.60635
C -0.89930 0.24513 -3.09319
O -1.50098 -0.97904 -2.68648
C 0.77010 -0.26921 -1.24478
N 1.42752 0.63096 -0.24627
C 2.71229 0.12675 0.22067
C 3.98640 0.16205 -0.62850
C 1.40991 2.06472 -0.44017
H 1.22189 0.06432 -3.40289
H 0.81488 1.44538 -2.53466
H -1.44960 1.10370 -2.66718
H -0.94155 0.29450 -4.18499
H -0.80405 -1.60684 -2.46770
H -0.05404 -0.63403 -0.63274
H 1.40618 -1.16347 -1.30537
H 2.82954 0.73035 1.16124
H 2.64645 -0.88190 0.65363
H 4.33320 1.21883 -0.59526
H 3.72328 -0.20179 -1.61446
H 4.77867 -0.46658 -0.21399
H 1.68980 2.52546 0.55063
H 0.49767 2.53016 -0.72788
H 2.27601 2.38559 -1.09982
H -1.74742 -1.44739 3.76315
H -0.88579 -0.74221 2.88721
O -1.74137 -1.21904 2.81010
H 0.67039 0.34566 1.69129
H 0.10731 1.45960 2.53686
O 0.50845 0.54813 2.63093
H -2.64093 -0.60482 -1.35798
H -3.82063 -1.40193 -1.27432
O -3.29871 -0.83919 -0.66389
H -2.21290 -2.49086 1.48902
H -2.51488 -2.20483 -0.01655
O -2.22440 -2.90331 0.61341
H -1.05544 3.01550 1.75069
H -1.71455 2.36746 3.03382
O -0.87397 2.74811 2.65489
H 0.74246 -3.09074 1.12150
H -0.19218 -3.45712 0.01872
O 0.73292 -3.20574 0.16371
H -2.51825 0.61659 2.06587
H -3.83804 1.28069 1.98828
O -2.90002 1.49967 1.89981



--- two ---
44
Properties=species:S:1:pos:R:3 method="wB97M-V/def2-TZVPD" charge=0 homo_lumo_gap_ev=8.91 molar_mass_g_mol=243.30 smiles="C=C(CCC)NC.O.O.O.O.O.O.O.O"
C 2.50532 0.73866 1.96543
C 2.11787 -0.79958 1.97624
C 0.55227 -1.10880 1.75267
C 0.16216 -0.73578 0.35378
C -0.55949 0.42810 -0.01262
C 0.89253 -2.84662 -0.47892
N 0.59561 -1.42346 -0.81350
H 2.33963 1.24875 2.89614
H 3.60696 0.90742 1.66993
H 1.95906 1.26211 1.17960
H 2.73159 -1.23956 1.03599
H 2.53203 -1.33989 3.02726
H 0.07704 -0.25507 2.41324
H 0.12618 -2.11927 2.16630
H -1.02833 0.57641 -1.06222
H -0.90954 1.12384 0.72397
H 1.16856 -3.52787 -1.32408
H -0.01371 -3.44617 -0.07931
H 1.74226 -2.95355 0.20870
H 0.01931 -1.23189 -1.57566
H 2.15966 2.26057 -1.78673
H 1.30343 1.74824 -0.67935
O 2.10081 2.18407 -0.86136
H -0.31543 1.46414 2.08276
H -0.01797 1.65399 3.64620
O -0.71855 1.59976 2.98303
H -4.43562 -0.52215 -1.92098
H -4.43052 0.89757 -1.73203
O -4.10349 0.26679 -2.31863
H 3.01574 -0.53484 -0.79021
H 3.20921 0.95691 -0.93732
O 3.64618 0.10258 -0.74655
H -3.36229 -0.93575 0.24923
H -4.16992 -0.01704 1.20279
O -4.22306 -0.59931 0.44198
H -1.41546 -0.37855 -4.66289
H -1.98823 0.45311 -3.50173
O -1.17453 0.12042 -3.90220
H -3.50851 1.62417 2.11615
H -2.32739 0.92941 2.66575
O -3.37325 0.82547 2.58985
H 0.61225 0.44459 -3.02554
H 1.41656 1.31609 -3.98741
O 1.48307 0.88198 -3.14778



Relative energies, unit hartree: one 0.0000; two 0.0680